No. 1
C3H3O3 | wB97M-V/def2-TZVPD

Spin multiplicity: 1
Max |F| in eV/A: 2.3
Relative energy (zero: lowest compared OMol25 entry of this formula, charge and spin) in kJ/mol: 342.1
Total charge: -1
HOMO-LUMO gap in eV: 5.13

XYZ file:
```
9
C3H3O3, DFT wB97M-V/def2-TZVPD
C 0.965 0.228 -1.609
C 0.022 -0.246 -0.848
C 3.526 0.053 0.172
O 3.593 -0.866 -0.530
O 3.799 0.896 0.927
O -0.415 0.062 0.480
H 1.679 1.134 -1.509
H -0.553 -1.143 -1.088
H 0.453 0.373 0.858
```

No. 2
C3H3O3 | wB97M-V/def2-TZVPD

Spin multiplicity: 1
Max |F| in eV/A: 2.4
Relative energy (zero: lowest compared OMol25 entry of this formula, charge and spin) in kJ/mol: 229.5
Total charge: +1
HOMO-LUMO gap in eV: 10.00

XYZ file:
```
9
C3H3O3, DFT wB97M-V/def2-TZVPD
C -0.819 1.641 0.389
C -0.394 0.485 -0.188
C 0.588 -0.718 0.339
O -1.368 2.601 0.597
O 1.337 -1.455 -0.499
O -0.733 -0.821 0.084
H 0.033 0.581 -1.138
H 0.751 -0.471 1.416
H 0.607 -1.842 -1.001
```

No. 3
C3H3O3P | wB97M-V/def2-TZVPD

Spin multiplicity: 1
Max |F| in eV/A: 3.3
Relative energy (zero: lowest compared OMol25 entry of this formula, charge and spin) in kJ/mol: 211.3
HOMO-LUMO gap (spin up / spin down) in eV: 6.96 / 6.96

XYZ file:
```
10
C3H3O3P, DFT wB97M-V/def2-TZVPD
C -0.198 -1.527 -0.281
C 0.062 -0.135 -0.344
C -0.181 -2.185 0.860
O -0.329 -2.663 1.892
O 0.119 0.639 0.633
O -0.083 2.355 -1.264
P -0.298 2.391 0.194
H -0.024 -2.068 -1.272
H 0.010 0.310 -1.334
H 0.922 2.881 0.915
```

No. 4
C3H3O3S | wB97M-V/def2-TZVPD

Spin multiplicity: 1
Max |F| in eV/A: 5.9
Relative energy (zero: lowest compared OMol25 entry of this formula, charge and spin) in kJ/mol: 192.2
Total charge: -1
HOMO-LUMO gap in eV: 6.58

XYZ file:
```
10
C3H3O3S, DFT wB97M-V/def2-TZVPD
C 3.019 0.460 0.165
C -0.339 -0.375 0.403
C -1.559 -0.684 -0.175
O -2.239 -1.635 0.230
O -2.178 0.206 -1.075
O 3.131 -0.479 -0.595
S 0.748 0.919 0.032
H 0.286 -1.120 0.877
H 0.934 1.539 1.315
H -1.804 1.169 -1.178
```

No. 5
C3H3O3S | wB97M-V/def2-TZVPD

Spin multiplicity: 1
Max |F| in eV/A: 6.0
Relative energy (zero: lowest compared OMol25 entry of this formula, charge and spin) in kJ/mol: 383.7
Total charge: -1
HOMO-LUMO gap (spin up / spin down) in eV: 6.20 / 6.20

XYZ file:
```
10
C3H3O3S, DFT wB97M-V/def2-TZVPD
C -0.151 0.683 0.960
C -0.385 -0.027 -0.048
C -1.452 -0.958 -0.760
O -1.883 -1.732 0.097
O -1.773 -0.702 -1.911
O -0.007 1.086 -2.994
S 1.432 0.451 -2.298
H 0.928 1.210 1.095
H -0.645 0.736 1.896
H -0.425 0.205 -2.998
```

No. 6
C3H3O3S | wB97M-V/def2-TZVPD

Spin multiplicity: 1
Max |F| in eV/A: 3.9
Relative energy (zero: lowest compared OMol25 entry of this formula, charge and spin) in kJ/mol: 537.9
Structure (SMILES): O=[S@@]1(/C=C\[O-])=CO1
Total charge: -1
HOMO-LUMO gap in eV: 7.76

XYZ file:
```
10
C3H3O3S, DFT wB97M-V/def2-TZVPD
O -2.275 -0.109 0.347
S -0.889 -0.569 0.306
C 0.025 0.945 0.231
C 1.253 1.297 -0.275
O 2.228 0.552 -0.619
C -0.763 -2.236 0.354
O -0.340 -1.442 -0.918
H -0.693 1.630 0.422
H 1.310 2.410 -0.569
H 0.144 -2.477 0.721
```

No. 7
C3H3O3S | wB97M-V/def2-TZVPD

Spin multiplicity: 3
Max |F| in eV/A: 5.4
Relative energy (zero: lowest compared OMol25 entry of this formula, charge and spin) in kJ/mol: 0.0
Total charge: -1
HOMO-LUMO gap (spin up / spin down) in eV: 6.30 / 6.72

XYZ file:
```
10
C3H3O3S, DFT wB97M-V/def2-TZVPD
C -1.483 0.117 -0.076
C -2.382 1.338 -0.023
C -0.031 -0.119 -0.349
O -1.840 2.320 0.509
O -3.566 1.092 -0.325
O -1.822 -2.496 0.033
S -2.523 -1.163 0.054
H 0.244 -0.710 -1.250
H 0.436 0.857 -0.335
H 0.424 -0.682 0.497
```

No. 8
C3H3O4 | wB97M-V/def2-TZVPD

Spin multiplicity: 1
Max |F| in eV/A: 5.5
Relative energy (zero: lowest compared OMol25 entry of this formula, charge and spin) in kJ/mol: 0.0
Structure (SMILES): O=C([O-])/C(O)=C/O
Total charge: -1
HOMO-LUMO gap in eV: 7.46

XYZ file:
```
10
C3H3O4, DFT wB97M-V/def2-TZVPD
O 1.992 -1.397 0.040
C 1.588 -0.234 0.040
O 2.236 0.843 0.116
C 0.094 0.069 -0.060
O -0.132 1.420 -0.101
C -1.060 -0.817 0.025
O -2.352 -0.336 -0.018
H 0.833 1.712 -0.017
H -0.948 -1.882 0.049
H -2.250 0.623 -0.073
```

> Number 5 is which compound?

C3H3O3S

> The highest spin multiplicity belongs to which entry?

number 7